1.
{"formula": "C6HAuO6", "method": "ωB97M-V/def2-TZVPD", "species": ["O", "C", "Au", "C", "O", "C", "O", "C", "O", "C", "O", "H", "O", "C"], "coordinates": [[3.818, -2.841, 3.060], [2.871, -2.928, 2.431], [-0.245, 0.244, 0.140], [-2.348, 1.123, -1.626], [-3.136, 1.544, -2.329], [-1.033, -1.671, -1.037], [-1.815, -2.353, -1.664], [-1.059, 0.995, 1.886], [-1.651, 1.337, 2.807], [0.069, -0.901, -1.654], [0.661, -0.980, -2.682], [-1.033, -1.424, 0.141], [1.495, 2.804, 0.113], [1.037, 1.747, 0.175]], "charge": 2, "spin_multiplicity": 3, "relative_energy_ev": 0.963, "fmax_ev_per_a": 7.8, "energy_ha": -815.3954, "s_squared": 2.0175}


2.
{"formula": "C6HNO", "method": "ωB97M-V/def2-TZVPD", "species": ["C", "C", "C", "C", "C", "O", "C", "N", "H"], "coordinates": [[2.800, -1.424, 0.865], [1.795, -0.781, 0.668], [0.511, 0.003, 0.507], [-0.705, 0.224, 0.396], [-1.989, 0.375, -0.170], [-3.033, -0.376, -0.118], [-1.694, 1.621, -1.004], [-1.572, 2.364, -1.920], [3.888, -2.005, 0.777]], "relative_energy_ev": 1.792, "fmax_ev_per_a": 6.3, "energy_ha": -358.9964, "smiles": "C#CC#CC(=O)C#N"}


3.
{"formula": "C70H140F12N7O12", "method": "ωB97M-V/def2-TZVPD", "species": ["C", "C", "O", "N", "H", "H", "C", "H", "H", "H", "H", "H", "H", "C", "C", "C", "N", "C", "C", "C", "C", "C", "H", "H", "H", "H", "H", "H", "H", "H", "H", "H", "H", "H", "H", "H", "H", "H", "H", "H", "C", "C", "C", "N", "C", "C", "C", "C", "C", "H", "H", "H", "H", "H", "H", "H", "H", "H", "H", "H", "H", "H", "H", "H", "H", "H", "H", "C", "C", "C", "N", "C", "C", "C", "C", "C", "H", "H", "H", "H", "H", "H", "H", "H", "H", "H", "H", "H", "H", "H", "H", "H", "H", "H", "C", "C", "C", "C", "C", "C", "N", "O", "C", "C", "C", "H", "H", "H", "H", "H", "H", "H", "H", "H", "H", "H", "H", "H", "H", "H", "H", "H", "H", "C", "C", "C", "C", "C", "C", "N", "O", "C", "C", "C", "H", "H", "H", "H", "H", "H", "H", "H", "H", "H", "H", "H", "H", "H", "H", "H", "H", "H", "C", "C", "C", "C", "C", "C", "N", "O", "C", "C", "C", "H", "H", "H", "H", "H", "H", "H", "H", "H", "H", "H", "H", "H", "H", "H", "H", "H", "H", "C", "O", "O", "C", "F", "F", "F", "C", "C", "H", "H", "H", "H", "H", "H", "C", "O", "O", "C", "F", "F", "F", "C", "C", "H", "H", "H", "H", "H", "H", "C", "O", "O", "C", "F", "F", "F", "C", "C", "H", "H", "H", "H", "H", "H", "C", "O", "O", "C", "F", "F", "F", "C", "C", "H", "H", "H", "H", "H", "H"], "coordinates": [[1.202, 0.383, -0.026], [0.532, -0.897, 0.009], [1.156, -1.911, -0.265], [-0.819, -1.001, 0.298], [-1.895, -0.297, 1.740], [-1.339, -0.238, -0.210], [-1.471, -2.344, 0.277], [2.240, 0.206, -0.156], [1.044, 1.000, 0.897], [0.728, 0.936, -0.836], [-0.859, -3.112, 0.676], [-1.616, -2.568, -0.818], [-2.421, -2.170, 0.785], [5.015, 1.053, 2.560], [6.113, 1.852, 1.851], [7.104, 2.401, 2.848], [8.342, 2.992, 2.190], [9.144, 1.982, 1.412], [9.239, 3.559, 3.299], [9.571, 4.974, 2.889], [9.250, 5.125, 1.410], [7.988, 4.219, 1.344], [4.161, 0.695, 1.937], [4.443, 1.670, 3.216], [5.467, 0.238, 3.112], [5.653, 2.709, 1.332], [6.621, 1.293, 1.075], [7.513, 1.602, 3.509], [6.642, 3.094, 3.568], [10.158, 2.324, 1.290], [8.658, 1.772, 0.459], [9.136, 1.058, 1.998], [10.135, 2.942, 3.407], [8.650, 3.495, 4.221], [10.587, 5.224, 3.180], [8.968, 5.721, 3.450], [9.959, 4.638, 0.762], [9.051, 6.145, 1.081], [7.731, 3.794, 0.406], [7.155, 4.726, 1.781], [-5.357, 1.161, -1.513], [-5.615, 1.864, -0.198], [-4.350, 2.171, 0.574], [-4.652, 2.823, 1.956], [-5.460, 4.164, 1.877], [-3.403, 3.246, 2.668], [-3.837, 3.407, 4.141], [-4.855, 2.281, 4.337], [-5.351, 1.862, 2.898], [-4.837, 0.191, -1.468], [-4.734, 1.862, -2.060], [-6.320, 0.957, -1.957], [-6.318, 1.268, 0.430], [-6.075, 2.857, -0.343], [-3.703, 2.928, 0.042], [-3.805, 1.252, 0.783], [-6.480, 3.855, 1.659], [-5.071, 4.670, 0.949], [-5.278, 4.717, 2.774], [-2.940, 4.058, 2.102], [-2.717, 2.398, 2.545], [-4.218, 4.402, 4.335], [-3.003, 3.205, 4.812], [-5.698, 2.650, 4.937], [-4.347, 1.463, 4.790], [-6.470, 1.940, 2.796], [-4.950, 0.892, 2.621], [0.354, -4.653, -3.643], [0.357, -3.211, -4.241], [-1.011, -2.851, -4.663], [-1.200, -1.396, -5.013], [-0.222, -0.904, -6.029], [-1.143, -0.561, -3.811], [-1.867, 0.738, -4.171], [-2.929, 0.332, -5.184], [-2.623, -1.157, -5.481], [0.416, -5.402, -4.409], [-0.489, -4.775, -2.976], [1.210, -4.821, -2.963], [0.955, -3.102, -5.125], [0.837, -2.553, -3.531], [-1.741, -3.120, -3.877], [-1.316, -3.377, -5.565], [-0.643, 0.062, -6.334], [-0.250, -1.671, -6.854], [0.795, -0.775, -5.706], [-0.087, -0.414, -3.588], [-1.700, -1.198, -3.125], [-1.247, 1.555, -4.618], [-2.267, 1.070, -3.175], [-2.886, 0.917, -6.096], [-3.950, 0.405, -4.757], [-2.591, -1.355, -6.565], [-3.281, -1.849, -4.968], [-7.727, -2.120, 5.104], [-8.134, -2.542, 3.681], [-8.604, -1.352, 2.840], [-8.675, -1.502, 1.336], [-7.216, -1.767, 1.039], [-6.669, -3.120, 1.526], [-6.993, -3.144, 2.985], [-6.096, -3.732, 3.754], [-5.189, -3.274, 1.253], [-7.416, -4.222, 0.874], [-9.168, -3.674, 3.686], [-8.648, -1.808, 5.597], [-7.094, -1.230, 5.169], [-7.303, -2.923, 5.692], [-7.969, -0.529, 3.091], [-9.622, -1.155, 3.204], [-8.900, -0.476, 0.987], [-9.430, -2.207, 0.913], [-6.542, -1.014, 1.417], [-6.966, -1.859, 0.009], [-4.676, -4.141, 1.692], [-4.544, -2.436, 1.506], [-5.076, -3.354, 0.159], [-8.514, -4.229, 1.056], [-6.978, -5.234, 1.059], [-7.377, -3.948, -0.189], [-8.811, -4.583, 4.195], [-9.665, -3.971, 2.765], [-10.020, -3.317, 4.298], [7.137, 1.923, -4.560], [5.963, 2.925, -4.230], [4.876, 2.817, -5.260], [3.624, 3.661, -5.091], [2.992, 2.978, -3.820], [3.855, 2.827, -2.598], [5.318, 2.647, -2.929], [5.973, 2.106, -1.945], [3.398, 1.701, -1.708], [3.854, 4.117, -1.835], [6.468, 4.375, -3.920], [6.773, 0.910, -4.767], [7.841, 1.840, -3.742], [7.673, 2.318, -5.428], [4.614, 1.752, -5.352], [5.487, 3.108, -6.155], [2.975, 3.494, -5.975], [3.737, 4.769, -5.021], [2.820, 1.887, -4.107], [2.041, 3.375, -3.529], [2.398, 2.038, -1.379], [3.972, 1.624, -0.765], [3.184, 0.678, -2.164], [3.734, 4.983, -2.513], [4.783, 4.362, -1.315], [2.985, 4.097, -1.140], [6.938, 4.818, -4.823], [7.276, 4.293, -3.185], [5.667, 4.990, -3.513], [3.380, -3.023, 1.473], [4.038, -3.733, 0.298], [5.501, -3.252, 0.176], [6.291, -4.072, -0.859], [6.371, -5.508, -0.315], [4.942, -6.222, -0.210], [4.081, -5.254, 0.603], [3.557, -5.638, 1.514], [5.105, -7.554, 0.538], [4.274, -6.382, -1.576], [3.244, -3.620, -1.008], [2.292, -3.070, 1.470], [3.640, -1.989, 1.344], [3.695, -3.345, 2.466], [5.958, -3.330, 1.174], [5.454, -2.195, -0.126], [7.281, -3.672, -0.997], [5.785, -4.171, -1.819], [6.725, -5.620, 0.745], [6.873, -6.144, -1.014], [5.699, -7.483, 1.446], [5.569, -8.183, -0.168], [4.118, -7.950, 0.781], [3.204, -6.603, -1.514], [4.759, -7.261, -1.991], [4.459, -5.575, -2.313], [3.911, -3.772, -1.817], [2.790, -2.651, -1.027], [2.391, -4.280, -1.085], [-4.623, -2.607, -2.230], [-4.844, -4.000, -1.813], [-3.457, -2.150, -2.405], [-5.551, -2.555, -3.410], [-5.028, -3.353, -4.486], [-6.728, -3.033, -3.093], [-5.742, -1.306, -4.024], [-4.116, -5.104, -2.412], [-3.086, -5.638, -1.487], [-3.519, -6.207, -0.651], [-2.561, -6.335, -2.198], [-2.374, -4.926, -1.117], [-3.590, -4.654, -3.279], [-4.876, -5.821, -2.770], [-5.146, -2.153, -1.288], [1.269, 2.222, 3.431], [1.389, 3.696, 3.341], [2.051, 1.505, 2.665], [1.671, 1.887, 4.919], [1.936, 0.541, 5.113], [2.789, 2.567, 5.314], [0.726, 2.138, 5.884], [0.270, 4.492, 3.446], [0.142, 5.586, 2.354], [1.132, 6.020, 2.178], [-0.231, 5.165, 1.430], [-0.565, 6.369, 2.721], [0.295, 5.052, 4.427], [-0.588, 3.880, 3.473], [0.122, 2.076, 3.389], [-1.527, 3.216, -1.046], [-2.664, 4.022, -1.565], [-1.714, 1.949, -1.255], [-0.313, 3.697, -1.846], [-0.449, 3.468, -3.218], [0.152, 4.983, -1.718], [0.780, 2.891, -1.459], [-2.839, 5.346, -1.139], [-4.233, 5.744, -1.698], [-4.131, 5.670, -2.785], [-5.031, 5.042, -1.500], [-4.471, 6.754, -1.409], [-2.062, 6.003, -1.500], [-2.722, 5.419, -0.044], [-1.391, 3.637, -0.020], [-2.239, -0.686, 3.485], [-1.243, -1.555, 3.238], [-2.768, -0.378, 2.239], [-3.438, -1.476, 4.285], [-3.584, -2.804, 3.902], [-3.227, -1.531, 5.640], [-4.570, -0.897, 4.089], [-0.038, -1.210, 3.831], [0.832, -2.409, 3.926], [1.682, -1.945, 4.409], [0.337, -3.194, 4.535], [1.068, -2.776, 2.939], [-0.213, -0.948, 4.889], [0.504, -0.380, 3.333], [-1.955, 0.231, 3.939]], "charge": 3, "fmax_ev_per_a": 8.9, "energy_ha": -5234.4078}